# C6H6ClN

The molecule C6H6ClN at a distorted geometry (ωB97M-V/def2-TZVPD, the Open Molecules 2025 dataset).

Geometry as XYZ:
```
14
Properties=species:S:1:pos:R:3:forces:R:3
C -0.086730 0.011835 2.324638 -0.95 -3.88 -5.51
C 0.411011 0.453877 1.139404 0.14 2.71 1.75
Cl 1.494128 1.906002 1.248449 -0.40 -0.44 0.67
C 0.032974 0.197788 -0.290343 2.10 0.29 -0.77
C -1.022622 -0.802925 -0.341522 -3.37 -4.07 -1.02
C 0.803803 0.756039 -1.288666 -0.51 0.80 1.96
C 0.693371 0.390446 -2.660229 1.50 -3.13 -7.84
N 0.854012 -0.038583 -3.820073 -1.41 3.15 8.07
H -0.108859 0.255587 3.313581 0.90 1.37 2.21
H -0.597089 -1.013587 2.136167 0.39 1.90 0.58
H -1.453119 -1.567906 -1.309611 1.51 3.39 2.12
H -1.936344 -0.475520 0.295412 1.43 -0.46 -1.37
H -0.618862 -1.666664 0.212882 -0.14 0.24 0.24
H 1.534326 1.593611 -0.960091 -1.18 -1.86 -1.09
```
Forces are in eV/Å.

Calculated values
Lowest unoccupied orbital energy   -0.86 eV
Energy relative to the best compared isomer or geometry (same formula, charge and spin)   92.3 kcal per mole
HOMO-LUMO gap   8.669 eV



# C6H6ClN3

A structure of composition C6H6ClN3 at a distorted geometry (ωB97M-V/def2-TZVPD, the Open Molecules 2025 dataset).

Geometry as XYZ:
```
16
Properties=species:S:1:pos:R:3:forces:R:3
C 0.935004 1.962140 0.873575 -1.75 -2.43 -2.59
C -0.579578 0.836914 -0.294118 2.45 -0.37 -0.24
C -2.345000 -0.422364 -1.401799 -3.50 0.32 -1.45
C 1.386884 -1.678723 1.175076 -0.56 1.22 -2.10
C -1.224727 -0.345086 -0.792594 2.82 -0.52 1.95
C 1.595633 -0.844901 0.147454 -1.61 3.89 2.29
N -0.057010 2.742227 0.532573 0.65 1.36 0.85
N -0.958131 2.051376 -0.220003 -1.27 1.60 0.54
N 0.683399 0.755801 0.254906 0.65 -4.87 -0.16
Cl 2.759429 -0.702773 -1.053920 0.05 -0.24 0.11
H 1.793630 1.911944 1.454186 1.28 1.40 1.13
H -2.787767 -1.385024 -1.598652 -0.06 -0.14 -0.18
H -2.973609 0.460951 -1.644693 0.75 -0.60 0.07
H 2.016054 -2.518591 1.298403 0.43 -0.89 0.07
H 0.422177 -1.616526 1.659272 0.36 0.26 0.59
H -0.666391 -1.207361 -0.389662 -0.71 -0.01 -0.88
```
Forces are in eV/Å.

Calculated values
Lowest unoccupied orbital energy   -0.10 eV
Energy relative to the best compared isomer or geometry (same formula, charge and spin)   70.6 kcal per mole
HOMO-LUMO gap   8.981 eV



# C6H6ClNO2

The molecule C6H6ClNO2 at a distorted geometry (ωB97M-V/def2-TZVPD, the Open Molecules 2025 dataset).

Geometry as XYZ:
```
16
Properties=species:S:1:pos:R:3:forces:R:3
C -1.411967 1.063810 0.707649 -2.46 -4.23 -2.06
C -0.657949 -0.080784 -0.032726 -0.07 1.76 2.15
C -1.281779 -1.248802 -0.387858 -0.53 -2.02 -1.41
C -0.342796 -2.169823 -0.748356 -0.52 2.36 1.58
O 0.880734 -1.647765 -0.444476 0.38 -0.11 -1.14
C 0.662913 -0.378163 -0.060760 1.99 1.88 1.24
C 1.895929 0.668894 0.351436 -3.99 -2.69 -0.40
Cl 3.312797 -0.202234 0.791356 0.57 0.03 0.08
N 1.966878 1.264126 -1.009217 0.02 1.56 0.25
O 1.363873 2.305635 -1.112915 0.54 -0.89 0.18
H -1.805124 0.546537 1.627955 1.05 1.48 -0.22
H -0.814428 1.882461 0.593805 1.27 2.58 1.11
H -2.372358 1.251352 0.135369 1.11 -0.01 0.40
H -2.332997 -1.368397 -0.404688 -0.80 -0.28 -0.24
H -0.461329 -3.084421 -1.214801 0.40 -1.73 -0.50
H 1.397599 1.197575 1.208228 1.05 0.32 -1.02
```
Forces are in eV/Å.

Calculated values
Lowest unoccupied orbital energy   -0.42 eV
Energy relative to the best compared isomer or geometry (same formula, charge and spin)   76.9 kcal per mole
HOMO-LUMO gap   8.513 eV



# C6H6F5IO

A cluster of 2 separate species, C6H6F5IO in total at a distorted geometry (ωB97M-V/def2-TZVPD, the Open Molecules 2025 dataset).

Geometry as XYZ:
```
19
Properties=species:S:1:pos:R:3:forces:R:3
C -1.020572 -1.941690 -0.079524 -0.29 0.25 -0.12
C 1.686849 -0.447855 -0.717897 -0.17 -0.45 -0.14
C -3.425245 -0.889429 0.528771 1.74 -0.18 -1.90
C -2.193205 -1.050056 -0.367225 -1.10 -1.76 -1.82
C 1.489100 0.617544 0.314357 0.90 -0.96 0.23
C 2.447894 1.739090 -0.204126 -1.42 4.25 -0.28
O 3.718704 1.517694 -0.386313 1.63 -2.32 0.99
F -1.122253 -2.521245 1.123570 -0.50 0.63 -0.75
F 1.746377 0.426717 1.641851 0.44 -0.31 -0.23
F 0.203210 1.011653 0.302520 -0.15 0.57 -0.39
F 1.943740 2.290544 -1.347124 -0.52 -0.57 -0.32
F 2.305901 2.812475 0.687154 -0.06 -0.92 0.12
I 3.078683 -1.855210 -0.307193 -0.23 0.16 0.24
H -3.905592 -1.867620 0.414205 -0.69 0.72 0.84
H -3.884417 -0.005101 0.088513 -0.91 -0.43 0.28
H -2.988059 -0.598620 1.446225 -0.45 -0.23 1.61
H -1.694730 -0.159077 -0.563602 1.43 2.19 0.30
H -2.556606 -1.063208 -1.482193 0.91 -1.09 1.60
H 4.170212 1.983391 -1.091975 -0.55 0.45 -0.25
```
Forces are in eV/Å.

Calculated values
Lowest unoccupied orbital energy (alpha / beta)   -1.57 / -1.57 eV
Energy relative to the best compared isomer or geometry (same formula, charge and spin)   171.4 kcal per mole
HOMO-LUMO gap (alpha / beta)   7.275 / 7.276 eV



# C6H6I2O

The molecule C6H6I2O at a distorted geometry (ωB97M-V/def2-TZVPD, the Open Molecules 2025 dataset).

Geometry as XYZ:
```
15
Properties=species:S:1:pos:R:3:forces:R:3
O 0.450575 -0.384306 2.524351 -0.63 -3.29 -1.29
C 0.307768 -0.367923 1.117855 -0.64 -0.12 1.34
C 0.196475 -1.443717 0.249196 -0.11 -0.31 1.83
C -0.074240 -1.183562 -1.124285 0.60 0.68 -1.37
C -0.249821 0.071796 -1.608033 -1.03 -1.70 3.33
C -0.559471 1.172805 -0.654654 0.78 0.10 0.41
I -2.741177 1.445557 -0.100486 0.83 -0.29 -0.30
C 0.223519 1.067370 0.665381 1.15 -2.04 -2.81
I 2.354741 1.428583 -0.087054 -0.11 0.07 0.17
H 0.249253 -1.356819 2.819126 0.71 2.64 -0.68
H 0.313081 -2.553217 0.506209 -0.16 1.97 0.25
H -0.038030 -2.002502 -1.854960 0.15 0.24 0.49
H -0.390613 0.186166 -2.614351 -0.44 0.66 -2.33
H -0.304273 2.051341 -1.197833 -0.25 1.18 0.19
H 0.262215 1.868434 1.359544 -0.87 0.22 0.77
```
Forces are in eV/Å.

Calculated values
Lowest unoccupied orbital energy   -0.87 eV
Energy relative to the best compared isomer or geometry (same formula, charge and spin)   0.0 kcal per mole
HOMO-LUMO gap   7.426 eV



# C6H6MnO3

A structure of composition C6H6MnO3 at a distorted geometry (ωB97M-V/def2-TZVPD, the Open Molecules 2025 dataset).

Geometry as XYZ:
```
16
Properties=species:S:1:pos:R:3:forces:R:3
C 1.387603 1.073453 -0.624932 -0.85 0.22 1.66
C 0.847861 0.011625 -0.026350 -0.15 0.27 -0.66
C 0.242122 0.053127 1.348927 1.05 0.14 0.67
C -1.283418 0.139878 1.332119 -0.36 0.02 -0.69
O -1.885224 -0.120299 2.552467 -0.62 0.67 -2.14
Mn -1.435814 -0.593565 4.132428 0.66 -0.70 2.34
H 0.761990 -0.957624 -0.536571 -0.17 0.16 -0.16
H 0.619962 0.900886 1.942029 -0.04 -0.01 -0.41
H 0.639703 -0.821380 1.894690 -0.65 -0.05 -0.08
H -1.704917 -0.530790 0.556900 0.24 -0.03 0.24
H -1.560792 1.156055 0.987483 0.21 -0.23 0.15
O 1.642546 0.773206 -2.141982 -0.08 -1.93 -2.37
H 2.491035 0.285273 -2.218762 0.08 0.78 -0.02
C 0.843038 0.141627 -3.159186 2.34 0.97 0.75
C -0.270946 -0.469779 -3.026037 -5.22 -2.02 1.25
O -1.334747 -1.041692 -3.013225 3.56 1.74 -0.52
```
Forces are in eV/Å.

Calculated values
Lowest unoccupied orbital energy (alpha / beta)   -0.45 / -2.87 eV
Spin multiplicity   6
Energy relative to the best compared isomer or geometry (same formula, charge and spin)   233.9 kcal per mole
HOMO-LUMO gap (alpha / beta)   7.243 / 3.175 eV



# C6H6N

The ion C6H6N with charge +1 at a distorted geometry (ωB97M-V/def2-TZVPD, the Open Molecules 2025 dataset).

Geometry as XYZ:
```
13
Properties=species:S:1:pos:R:3:forces:R:3
C -0.888901 0.449983 1.890754 -0.76 0.02 0.46
C -0.137398 -0.204967 -1.324839 -0.86 1.61 3.01
C -0.256801 -0.606076 -2.505714 1.34 0.68 -4.48
C 1.137442 0.448696 0.761008 0.58 -0.90 -1.25
C 0.177781 -0.448763 1.344758 -0.49 0.09 1.22
C -0.167857 0.345744 -0.089736 -1.72 0.32 0.95
N -1.220908 1.103736 0.861200 0.35 -0.32 -2.68
H -1.363850 0.687016 2.863325 0.66 -0.65 -0.46
H -0.620966 -1.539529 -2.838636 -0.73 -1.27 0.38
H 0.135652 -0.116054 -3.508100 -0.57 -0.22 2.45
H 1.268120 1.515480 0.967361 0.22 -0.65 0.64
H 1.835980 -0.072704 0.143482 1.25 0.10 0.15
H 0.101706 -1.562560 1.435137 0.73 1.20 -0.38
```
Forces are in eV/Å.

Calculated values
Lowest unoccupied orbital energy   -5.93 eV
Net charge   +1
Energy relative to the best compared isomer or geometry (same formula, charge and spin)   80.5 kcal per mole
HOMO-LUMO gap   8.860 eV



# C6H6N

The ion C6H6N with charge +1 at a distorted geometry (ωB97M-V/def2-TZVPD, the Open Molecules 2025 dataset).

Geometry as XYZ:
```
13
Properties=species:S:1:pos:R:3:forces:R:3
C -0.685155 2.776103 2.068795 1.73 -0.50 -0.51
C -0.221621 1.766598 1.553959 -0.25 -0.98 0.82
C 0.043847 0.467964 0.844601 -0.43 0.27 -2.66
C 0.869188 -1.000064 0.797751 -0.11 4.04 -0.13
C 1.739512 -1.351346 -0.126381 0.49 -0.95 1.11
N -0.678971 0.431640 -0.220625 0.29 0.64 0.38
C -1.502391 0.353943 -1.142480 -1.14 -0.98 -1.24
H -0.756203 3.786359 2.518227 -0.36 -1.28 -0.47
H 0.610096 -1.366999 1.712229 -0.67 -2.21 1.93
H 2.181557 -2.381568 -0.112629 -0.54 1.13 0.05
H 2.215850 -0.612888 -0.726556 -0.16 0.27 -1.02
H -1.488130 0.724647 -2.194911 1.09 0.25 1.01
H -2.389461 -0.286135 -1.045850 0.04 0.31 0.73
```
Forces are in eV/Å.

Calculated values
Lowest unoccupied orbital energy   -5.31 eV
Net charge   +1
Energy relative to the best compared isomer or geometry (same formula, charge and spin)   77.2 kcal per mole
HOMO-LUMO gap   9.687 eV